Below is a 9-piece molecular cluster, C27H52BCl16IN3O2 overall at a distorted geometry, with properties calculated with ωB97M-V/def2-TZVPD.

XYZ file:
```
102
Properties=species:S:1:pos:R:3
Cl -1.77698 0.17345 3.15790
Cl 3.05427 6.21835 2.96640
C -4.79392 -6.15746 -4.56252
H -3.77082 4.74904 -4.35850
H 4.13260 -4.86216 4.02562
H 2.14428 4.47692 -0.02743
C 2.12844 0.64973 -0.40453
H -1.38867 -6.05664 -4.69359
Cl 0.08155 -3.45634 -2.16731
H -6.08005 -7.75314 -5.14223
H -0.52439 1.54311 1.26430
H 1.61209 1.32830 1.54812
H -1.94264 3.41197 3.31789
C 1.10016 2.63649 3.75123
I -3.51402 3.13909 1.05700
H 1.51474 -2.30704 -0.70145
Cl 0.30992 -7.21887 -6.72150
H -0.93681 -4.35076 -4.76401
H -3.22740 5.92543 -5.56798
C 0.32409 -5.62321 -5.92948
C 4.91637 7.93057 1.92139
H 0.64114 -4.88957 -6.66618
H 1.40177 -8.14739 4.16709
H -1.57882 2.28358 -2.64478
H -2.48613 -0.46310 5.30994
H 5.00842 7.12911 3.90128
H -0.59248 -8.85626 2.77969
H 0.89836 -3.24930 1.43115
H 6.54968 -2.98714 4.00870
H 1.73623 -8.26885 2.43285
B -1.22534 1.75376 -0.76816
C -0.59803 2.37474 0.56366
H -1.03187 4.83433 2.92786
C -1.01693 -5.26793 -5.34386
Cl -1.29775 -7.11390 4.18492
H 1.12821 -4.59979 0.31379
C 0.51507 -3.72944 0.53191
Cl 1.74939 -6.03988 3.17625
H -2.58409 -1.79872 4.15040
H -1.76910 5.59380 0.87181
C -1.09095 3.75724 2.73125
H -1.98156 -0.19095 -0.61219
N 0.25643 5.26537 0.41922
Cl -4.79016 -8.62153 -3.38454
C 1.29274 4.17017 0.58179
O 2.74460 -0.33852 -0.13711
H -6.50983 -7.02657 -3.58559
C 0.51978 -2.73143 -0.59210
O -1.72712 2.58734 -1.73502
H 2.86982 2.26055 0.68504
H 1.06289 -5.66653 -5.13084
Cl -2.25023 -4.97659 -6.60104
C 5.18566 -4.64841 4.18305
C -1.18172 4.79323 0.41885
Cl 4.44833 -2.02685 4.46864
H 5.37579 5.94549 2.63582
C -4.26040 -0.47123 4.08296
H -1.28200 4.69300 -4.80645
H -1.62304 4.19303 -6.47055
H 5.41320 -3.17099 2.66216
Cl -4.50412 4.20678 -6.52541
C 0.09843 3.11903 3.29049
C 1.17072 -7.73033 3.19083
C -1.38940 3.51042 1.20996
H 5.92141 8.34118 1.98655
H -3.90804 -6.47602 -5.10133
H -5.33980 -5.44639 -5.17964
H 1.64078 4.16745 1.61029
Cl 5.54260 -4.92101 5.90686
H -0.92667 0.01783 -1.86126
C 0.52019 6.05111 -0.84358
C 0.84417 2.78681 0.12936
C -3.34380 4.86449 -5.35197
C -1.99964 4.18885 -5.45163
C -0.30254 -7.81212 2.88236
N 1.61288 6.98369 -0.69706
C 1.89626 1.76279 0.59133
Cl -2.07690 2.47975 -4.92471
Cl -4.24823 -5.27496 -3.10769
H 5.78231 -5.36055 3.61547
H 4.19883 8.72329 2.11595
H 1.72560 0.79098 -1.42812
H -1.52769 4.69382 -0.60800
H -0.54454 -7.28344 1.96343
N -1.14568 0.30146 -0.90965
H 0.37578 5.91575 1.19618
Cl 4.67734 7.38617 0.23578
H 1.98411 2.21061 4.15822
C 5.52937 -3.24901 3.74181
H 2.39568 6.68287 -1.26445
H -4.85339 -1.12676 4.71765
H -0.18431 -1.92822 -0.39825
H -4.53974 -0.63568 3.04560
C -5.68233 -7.32554 -4.22364
H 0.70852 5.31422 -1.62549
C -2.79616 -0.74286 4.30697
H -0.40307 6.57928 -1.08757
Cl -1.13228 -4.30466 0.90868
H 0.89167 2.77736 -0.97045
H 1.99125 7.00630 0.24572
Cl -4.69573 1.20829 4.50182
C 4.75339 6.79619 2.89761
```

Summary:
HOMO	-11.779	eV
gap between HOMO and LUMO	0.341	hartree
lowest unoccupied orbital energy	-2.50	eV
total charge	+1



Below is C27H52Cl2InN3O4Si as an isolated structure at a distorted geometry, with properties calculated with ωB97M-V/def2-TZVPD.

XYZ file:
```
90
Properties=species:S:1:pos:R:3
C -0.69531 4.29236 -0.42071
C -0.62343 -0.47907 -1.01338
H 1.83657 -0.84027 5.29050
H 0.11813 -5.18913 2.54620
H 3.93778 -2.08665 -3.37521
H 0.75578 1.35654 5.66359
O -1.41767 0.13651 4.59334
H 0.27016 4.53676 0.03191
H 0.22483 2.24546 -2.42798
C 2.90146 -2.42714 -3.54365
C -3.67080 0.92898 6.03549
H 2.92096 -3.50965 -3.72661
C 0.09617 0.02083 -6.30676
H -0.03265 -3.19485 0.24800
C 0.60154 1.65824 -8.02013
C 2.31889 -1.69732 -4.71950
H 2.41041 0.23124 -3.80047
H -2.39294 1.77856 8.35941
C 1.23574 0.42471 -5.59776
H -3.83473 2.01001 6.12828
C 2.44847 0.03142 5.58016
O -1.01226 1.43462 1.74418
C 2.27539 -2.21475 -5.96014
H 2.32589 -2.23609 -2.62284
In 0.19854 -0.16768 2.65358
Si -0.73575 0.01648 -2.77733
H -3.14376 2.50335 1.09994
H -1.43614 -5.12931 3.44431
H 2.02954 3.46274 5.22622
H -2.26261 -1.82681 -3.40187
H 2.39939 -3.80301 -7.33778
H -1.55895 2.34831 -2.58734
C -2.27002 -0.73552 -3.53297
H 2.59225 0.01745 6.67127
H -1.24299 0.39868 8.35201
H 3.41618 -0.05819 5.06181
H -0.25647 -1.50522 -0.93526
N -1.33138 -3.78954 1.81340
C 2.02228 1.48927 -6.06328
H -1.71761 -2.77993 3.57547
C -1.52325 -2.65650 2.50065
H 2.67601 2.60408 6.64988
H -0.54509 3.97046 -1.46067
H 2.47540 1.18428 3.13669
H -3.18936 4.01645 0.13058
H 0.37677 2.12513 -8.98165
H -0.53581 2.17367 -4.03024
H -1.35628 -5.86728 1.79631
C -2.25059 0.72778 8.06663
H -0.45349 -0.10319 6.41670
H -3.00863 0.13561 8.59988
H -4.47519 0.44254 6.59828
C -0.64893 1.86805 -2.97968
H 1.83692 -1.64088 -6.77760
H -1.78339 -3.02454 -0.07498
H 3.92062 -3.51757 -6.47934
H -3.68851 0.63329 4.98483
H 0.56280 2.61586 1.07532
H -3.17498 -0.34518 -3.04748
H 2.34530 2.89349 -7.67422
C -2.73815 3.02340 0.22768
C 2.54904 2.55806 5.56314
Cl 0.90616 -2.33232 3.74802
H -1.13812 0.35582 -8.05022
O -1.49482 -1.50404 1.95967
H -2.34625 -0.51692 -4.60394
O 0.59881 -0.68909 -3.48775
H 1.09895 2.31099 3.34631
C -0.97769 -5.06541 2.44633
H 3.53390 2.52836 5.08316
C -1.36400 0.18070 5.84761
C 1.67806 -0.36047 -4.37064
H 2.87359 1.82272 -5.46389
H 0.12955 0.15607 -0.52911
C -0.23707 0.66062 -7.51226
H -0.51924 -0.79769 -5.91829
C 1.53635 1.36180 3.67295
H -1.02723 -4.65596 -0.03126
Cl 1.95627 -0.21968 0.89086
C -1.02193 -3.65396 0.39569
N -1.29455 3.22841 0.37612
C 1.74158 1.32303 5.16423
H -1.56490 -0.38436 -0.46258
C 1.71042 2.09482 -7.28408
H 2.57163 -4.36124 -5.66606
H -1.36651 5.15638 -0.40628
H -2.96361 2.45787 -0.68990
C -0.52800 2.41518 1.09223
C 2.82599 -3.54256 -6.35938
N -2.38939 0.56151 6.62358
```

Summary:
HOMO	-7.233	eV
gap between HOMO and LUMO	0.279	hartree
lowest unoccupied orbital energy	0.37	eV



Below is C27H52Cl2MnN3O5Si as an isolated structure at a distorted geometry, with properties calculated with ωB97M-V/def2-TZVPD.

XYZ file:
```
91
Properties=species:S:1:pos:R:3
C -2.75128 0.02764 -4.76259
C 3.24884 3.50063 5.43206
H -1.14408 0.33901 -1.57938
H 1.81448 1.09360 5.69993
H -0.45141 -1.10029 -0.83428
H -3.85173 -2.63571 -3.00332
C -1.66022 2.00976 -7.94099
C 3.01710 0.18245 7.63475
C -1.17767 -0.68742 2.12283
C -4.85191 -2.42860 -6.80324
C -2.17773 1.15446 -5.61563
H -0.93459 -3.72409 -4.26604
H 2.49178 0.67337 -1.64042
H -2.76838 -2.33059 -6.17383
O 2.14488 -0.87535 4.20026
H -5.26073 0.93374 -4.88869
H -0.49603 -3.11466 1.84154
C -2.16289 1.01419 -6.94594
H -2.41071 2.78681 -8.14520
H -6.95494 -2.25552 -7.27242
H 3.17899 -2.22718 5.25519
Cl 3.15887 2.63152 2.56249
H -1.16898 1.99087 -3.91747
H 4.43491 0.38154 1.84137
H -2.16269 -3.76193 2.06204
H 4.08338 0.01701 -2.12401
C -1.54124 -3.02535 1.53757
H -3.64282 -0.43375 2.24218
Mn 1.23450 0.68757 2.53918
H -3.74949 -1.26302 -1.88169
N 3.98261 0.64361 -0.13924
C 3.14326 -1.95802 6.31953
C -3.75348 -1.85740 -6.15345
C -1.65938 2.33784 -4.83788
H -3.89334 -1.60630 0.90899
C 3.34162 0.05476 -1.32054
H -1.57958 0.32819 2.04633
Si -1.53412 -1.69488 -2.97996
H 2.76828 1.24117 7.55422
C 4.44472 1.50250 5.67563
C -6.25930 -0.59647 -6.07361
C -3.92343 -0.65692 -5.45820
H 2.34884 -0.25981 8.41550
H 0.82624 3.25932 6.04076
C -3.46416 -1.45861 1.90841
C -5.17148 -0.01938 -5.42122
H -1.43155 1.52586 -8.88660
H -7.22661 -0.10021 -6.03510
H 2.32711 -2.49820 6.81330
C 1.42053 2.61612 6.67102
H 4.07043 3.60817 4.73381
O -1.73489 -0.92151 -4.44838
H 4.99769 1.85177 4.82350
C 3.66249 0.21703 1.07620
H -0.74824 2.51273 -7.58014
H -3.12313 0.47774 -3.83069
H 3.56337 3.79677 6.42081
H 0.71636 1.81879 7.04208
H 4.09488 -2.11157 6.79925
H -4.71696 -3.36852 -7.33790
H 4.91979 1.90219 6.58107
C 4.76017 1.86281 -0.32999
C 3.01075 2.08128 5.56846
H -0.92323 2.88832 -5.44340
O 0.03129 -0.89905 2.41394
C -6.10185 -1.80461 -6.76533
H -2.46385 3.02358 -4.56159
N 2.80641 -0.55286 6.32501
H 2.35796 4.02422 5.03885
C -3.21547 -2.14465 -2.25668
H 4.08296 0.09024 7.95498
N -2.01912 -1.68483 1.87285
H 1.81006 3.15978 7.51392
H 5.09897 2.21524 0.64756
O 2.14886 1.72415 4.48307
C -0.60753 -0.58973 -1.79083
H -3.92343 -2.16604 2.60922
H 4.14218 2.63312 -0.80682
Cl 0.32148 1.77089 0.80927
C 2.33034 -0.15188 5.22959
H -3.08143 -2.84093 -1.41841
H -1.64002 -3.19653 0.45764
H 4.76583 0.40239 5.68544
H -0.55975 -3.92198 -2.53915
H 0.37853 -0.32458 -2.18620
C -0.53770 -3.22060 -3.37958
H -2.57244 0.09206 -7.37308
H 2.99616 -0.94945 -1.06827
H 5.61854 1.64048 -0.97513
H 0.50393 -2.94849 -3.57766
O 2.58465 -0.35981 1.35852
```

Summary:
HOMO (spin up / spin down)	-1.495 / -1.477	eV
2S+1	6
gap between HOMO and LUMO (spin up / spin down)	0.132 / 0.131	hartree
lowest unoccupied orbital energy (spin up / spin down)	2.10 / 2.10	eV
total charge	-1



The following relative energy (zero: lowest compared OMol25 entry of this formula, charge and spin) values (in kJ/mol) correspond, in order, to the records above: 0.0, 0.0, 896.9.